1.
Formula: C2H5FN2
Source: the OMol25 dataset
Level of theory: wB97M-V/def2-TZVPD

Last column: natural (NBO) charge in e.
Positions of all 10 atoms, in Å:
C1 0.55375 1.21654 1.57571  -0.1427
C2 0.05006 -1.57939 -1.29173  -0.4643
N1 -0.20523 0.51060 0.77964  -0.2050
N2 -1.02515 0.39870 -0.05991  0.2486
F1 -1.37875 1.54053 -0.91553  -0.3409
H1 1.29068 0.63755 2.16507  0.1983
H2 0.43338 2.26624 1.67677  0.1894
H3 0.87159 -1.02989 -1.73847  0.1719
H4 0.01642 -1.77272 -0.24778  0.1685
H5 -0.60676 -2.18817 -1.94377  0.1761

Values from the calculation:
Relative energy (zero: lowest compared OMol25 entry of this formula, charge and spin), kcal per mole: 149.5
E_LUMO (spin up / spin down), eV: 0.3 / -1.7
E, eV: -7845.872


2.
Formula: C19H35N5O4SSbSe4Si3Y
Source: the OMol25 dataset
Level of theory: wB97M-V/def2-TZVPD

Last column: Löwdin charge in e.
Positions of all 73 atoms, in Å:
Y1 -0.10415 0.04157 -0.31657  1.1181
C1 -1.66242 0.67777 2.64011  -0.1270
O1 -0.45357 0.23408 2.02353  -0.4393
Si1 1.09063 0.90907 2.43809  0.3036
C2 0.80966 2.69469 2.89138  -0.1719
C3 1.56929 0.12264 4.08253  -0.1530
C4 2.03020 0.42683 0.95926  -0.5355
Si2 2.93869 1.66564 -0.08720  0.3521
C5 2.44902 1.60593 -1.91626  -0.2043
C6 4.81085 1.34822 -0.13687  -0.2007
C7 2.78588 3.45854 0.43145  -0.1840
Si3 2.61851 -1.31483 0.87351  0.3508
C8 2.32043 -2.00632 -0.87459  -0.1935
C9 4.44034 -1.67108 1.23376  -0.1891
C10 1.70522 -2.53156 1.99843  -0.1912
H1 -1.56500 0.63560 3.72828  0.0813
H2 -2.46889 0.01483 2.32821  0.0813
H3 -1.89387 1.69557 2.31942  0.0682
H4 0.18944 2.73017 3.79281  0.0393
H5 0.30896 3.28140 2.12115  -0.0216
H6 1.75770 3.17996 3.13383  0.0313
H7 0.77007 0.27751 4.81396  0.0268
H8 2.45690 0.63958 4.46094  0.0325
H9 1.78673 -0.94108 4.03508  -0.0011
H10 2.49525 0.61126 -2.36717  0.0070
H11 3.15967 2.23664 -2.46082  0.0347
H12 1.45900 2.03222 -2.10033  -0.0191
H13 5.06832 0.47735 -0.74405  0.0125
H14 5.23305 1.20423 0.86046  0.0234
H15 5.29495 2.21823 -0.59113  0.0219
H16 3.31581 4.06110 -0.31284  0.0348
H17 3.25031 3.64469 1.40297  0.0253
H18 1.75465 3.80966 0.45667  0.0065
H19 2.76639 -1.38980 -1.65764  0.0168
H20 1.27534 -2.19670 -1.15000  -0.0160
H21 2.79036 -2.99390 -0.92366  0.0393
H22 5.11614 -1.30723 0.46136  0.0031
H23 4.56985 -2.75455 1.32008  0.0245
H24 4.73949 -1.21876 2.18331  0.0285
H25 1.67594 -3.50528 1.50094  0.0296
H26 0.67452 -2.25246 2.22216  0.0156
H27 2.23039 -2.66961 2.94619  0.0215
N1 -2.62677 3.17684 -4.08794  0.1471
C11 -2.39746 1.96286 -3.59106  -0.5451
N2 -3.30784 1.43043 -2.76211  0.1555
N3 -1.28991 1.31420 -4.00856  0.1287
C12 -0.83376 0.37076 -3.27567  -0.4019
N4 -0.34529 -0.48777 -2.63650  0.0532
H28 -3.30763 3.73937 -3.56924  -0.0214
H29 -1.79799 3.69738 -4.34975  0.0356
H30 -3.84743 2.13255 -2.23634  -0.0467
H31 -2.99729 0.65654 -2.18815  0.0522
O2 -2.49549 -0.57268 -0.46593  -0.0853
C13 -2.30810 -1.79725 -0.36401  -0.5313
N5 -1.13783 -2.29349 0.04939  -0.0983
S1 -1.15411 -3.92533 0.10587  0.6273
O3 -0.20405 -4.48753 -0.81384  -0.2991
O4 -1.13498 -4.40558 1.46047  -0.2990
C14 -2.80729 -4.09423 -0.53048  -0.2051
C15 -3.53926 -5.23146 -0.80212  -0.0374
C16 -4.83112 -5.05398 -1.28461  -0.0793
C17 -5.35861 -3.77913 -1.48055  -0.0714
C18 -4.60692 -2.64563 -1.19886  0.0096
C19 -3.32339 -2.83070 -0.71951  -0.1227
H32 -3.12287 -6.21808 -0.64892  0.1176
H33 -5.43789 -5.92094 -1.51447  0.0987
H34 -6.36671 -3.67340 -1.86021  0.1009
H35 -4.99454 -1.64620 -1.34803  0.1257
Se1 -0.86580 5.83081 -2.68775  -0.2776
Sb1 -2.04681 4.85552 -0.79051  -0.3277
Se2 -0.92959 2.53322 -0.46905  0.0879
Se3 -4.39565 4.31428 -1.33789  -0.1735
Se4 -1.74766 5.86672 1.38561  -0.3004

Values from the calculation:
Relative energy (zero: lowest compared OMol25 entry of this formula, charge and spin), kcal per mole: 0.0
Total charge: -2
E_LUMO, eV: 3.6
E, eV: -339358.768


3.
Formula: C25H19F6N4O6ReS2
Source: the OMol25 dataset
Level of theory: wB97M-V/def2-TZVPD

Last column: natural (NBO) charge in e.
Positions of all 63 atoms, in Å:
Re1 -0.50914 0.50432 -0.02152  1.9479
C1 1.11905 4.62049 0.51366  -0.0877
O1 -0.33723 4.67449 0.40746  -0.3506
C2 -0.76350 3.48171 0.26934  0.6491
N1 0.10611 2.50397 0.21083  -0.5471
C3 1.45947 3.12155 0.30401  -0.0883
C4 2.33210 2.58882 1.40890  -0.1009
C5 3.63687 3.07594 1.48757  -0.1462
C6 4.49409 2.60380 2.46415  -0.1679
C7 4.05312 1.64865 3.37355  -0.1676
C8 2.75436 1.16195 3.29968  -0.1842
C9 1.88835 1.65042 2.33046  -0.2440
C10 -2.15613 3.11055 0.16176  0.1441
C11 -3.24616 3.95837 0.21328  -0.1293
C12 -4.51891 3.41564 0.08524  -0.0518
C13 -4.64168 2.03907 -0.06311  -0.1285
C14 -3.49497 1.26835 -0.07095  0.1404
N2 -2.25337 1.77727 0.02206  -0.4498
C15 -3.42182 -0.17502 -0.12179  0.6526
N3 -2.22285 -0.70216 -0.05682  -0.5657
C16 -2.39452 -2.18701 -0.04971  -0.0838
C17 -3.93703 -2.32759 -0.18003  -0.0877
O2 -4.43005 -0.95153 -0.17346  -0.3490
C18 -1.73445 -2.95162 -1.16458  -0.1063
C19 -1.55916 -4.32339 -0.98235  -0.2082
C20 -1.06801 -5.10440 -2.01405  -0.1571
C21 -0.74627 -4.51517 -3.23258  -0.1673
C22 -0.87586 -3.14277 -3.39860  -0.1924
C23 -1.40995 -2.36474 -2.38082  -0.1980
H1 1.38914 4.97841 1.50517  0.2509
H2 1.54688 5.27889 -0.23797  0.2535
H3 1.96889 2.96910 -0.65023  0.2542
H4 3.98402 3.81288 0.77143  0.2229
H5 5.50969 2.97233 2.51039  0.2534
H6 4.71241 1.29896 4.15595  0.2525
H7 2.41935 0.42398 4.01617  0.2379
H8 0.85133 1.30459 2.31353  0.1696
H9 -3.08832 5.02061 0.35533  0.2942
H10 -5.39682 4.04896 0.11509  0.2912
H11 -5.60734 1.55882 -0.16463  0.2941
H12 -2.03883 -2.55403 0.91448  0.2504
H13 -4.39987 -2.87347 0.63867  0.2532
H14 -4.23725 -2.77624 -1.12454  0.2524
H15 -1.82867 -4.78229 -0.03665  0.2275
H16 -0.96222 -6.17245 -1.88177  0.2514
H17 -0.42392 -5.12936 -4.06220  0.2517
H18 -0.56764 -2.68402 -4.32843  0.2394
H19 -1.57390 -1.30115 -2.55022  0.1788
F1 1.57246 -1.16920 -2.95421  -0.2988
C24 2.82568 -0.93588 -2.57062  0.8019
F2 3.50401 -2.04675 -2.49137  -0.2544
F3 3.38769 -0.07969 -3.38379  -0.2571
S1 2.75478 -0.13790 -0.86029  2.2009
O3 1.38643 0.52043 -0.90619  -0.9607
O4 3.82290 0.76974 -0.73742  -0.7951
N4 2.72178 -1.23168 0.25889  -1.1240
S2 1.47187 -2.17283 0.29055  2.1835
O5 1.32426 -3.07217 -0.79000  -0.8154
O6 0.22770 -1.35024 0.57083  -0.9487
C25 1.64899 -3.09506 1.90662  0.8154
F4 1.91704 -2.21133 2.84883  -0.2767
F5 2.58445 -3.98674 1.79395  -0.2415
F6 0.47063 -3.65516 2.12303  -0.2827

Values from the calculation:
Multiplicity: 4
Total charge: +3
E_LUMO (spin up / spin down), eV: -12.0 / -12.4
E, eV: -84554.132